36
Properties=species:S:1:pos:R:3 method="wB97M-V/def2-TZVPD" charge=+1 largest_force_ev_per_a=1.6 gap_ev=7.78 lumo_ev=-4.98
C 0.9578 3.9568 0.1356
C 2.2464 3.2750 -0.3315
Cl 3.0457 4.3921 -1.4765
C 1.9931 1.9403 -1.0817
Cl 0.6114 2.1716 -2.2083
C 1.7224 0.7966 -0.1064
C 0.4222 0.3998 0.0647
C 0.1011 -0.6064 0.9112
C 1.0918 -1.2275 1.5645
N 2.3529 -0.8461 1.4171
I 3.7307 -1.9732 2.5106
C 2.7307 0.1680 0.6023
P 4.5971 0.4160 0.6272
O 4.7168 1.2207 2.0395
Cl 5.1593 1.8298 -0.7234
H 1.1928 4.5675 1.0019
H 0.2103 3.2369 0.4564
H 0.5854 4.6081 -0.6371
H 2.8778 3.1033 0.5311
H 2.7955 1.6681 -1.7512
H -0.3887 0.8803 -0.4516
H -0.9305 -0.8781 1.0235
H 0.8609 -2.0375 2.2355
H 3.8994 1.6827 2.2684
O -2.1453 -3.1910 1.1912
C -2.8852 -2.8915 0.2976
O -2.6088 -1.8917 -0.5796
C -3.7344 -1.6931 -1.4659
C -4.5003 -3.0067 -1.4353
C -4.2374 -3.4947 -0.0124
H -4.3249 -0.8561 -1.0891
H -3.3644 -1.4462 -2.4577
H -5.5538 -2.8920 -1.6788
H -4.0644 -3.7060 -2.1496
H -4.9644 -3.0986 0.6980
H -4.1987 -4.5774 0.0598

***

47
Properties=species:S:1:pos:R:3 method="wB97M-V/def2-TZVPD" charge=0 largest_force_ev_per_a=0.7 de_lowest_kj_mol=162.1 gap_ev=8.89 smiles=CSc1ncc(CN2CCN(C(C)C)[C@H](CCO)C2)cn1 lumo_ev=0.77
C -3.8721 -2.0950 -3.0149
H -4.0896 -3.0229 -2.4970
H -4.5420 -1.9560 -3.8566
H -2.8369 -2.0801 -3.3390
S -4.1646 -0.7020 -1.8860
C -3.0355 -1.0989 -0.6213
N -2.9975 -0.2611 0.4087
C -2.1113 -0.5155 1.3504
C -1.2472 -1.6131 1.2976
C -1.4260 -2.4460 0.1972
N -2.3030 -2.1947 -0.7618
H -0.8567 -3.3605 0.0748
C -0.1289 -1.8177 2.2830
N 1.0834 -1.0833 1.9573
C 1.7187 -1.5119 0.7214
C 2.5841 -0.3864 0.1498
N 1.8310 0.8091 -0.1833
C 0.7451 1.0913 0.7498
C 0.9989 0.3598 2.0738
H 0.2094 0.6126 2.7799
H 1.9490 0.7191 2.4877
C 0.6397 2.6058 0.9983
H 1.4585 2.9170 1.6521
H 0.7596 3.1326 0.0516
C -0.7017 3.0267 1.6048
O -0.8819 2.6136 2.9411
H -0.2028 3.0287 3.4849
H -0.8007 4.1196 1.5370
H -1.5257 2.5737 1.0479
H -0.2214 0.7505 0.3399
C 1.4846 0.9956 -1.5856
C 2.7373 1.3661 -2.3826
H 2.4580 1.7094 -3.3755
H 3.4042 0.5149 -2.4924
H 3.2741 2.1606 -1.8720
H 0.8104 1.8589 -1.6140
C 0.7497 -0.1763 -2.2530
H 1.3845 -1.0569 -2.3186
H -0.1525 -0.4332 -1.7011
H 0.4558 0.1081 -3.2606
H 3.3514 -0.1230 0.8866
H 3.0975 -0.7464 -0.7410
H 0.9770 -1.8049 -0.0363
H 2.3412 -2.3892 0.9389
H 0.1381 -2.8790 2.3201
H -0.4470 -1.5028 3.2803
H -2.0961 0.1831 2.1776

***

41
Properties=species:S:1:pos:R:3 method="wB97M-V/def2-TZVPD" charge=-1 largest_force_ev_per_a=4.6 de_lowest_kj_mol=801.8 gap_ev=2.38 lumo_ev=-2.31
O 27.6990 23.9072 -1.2011
V 28.5471 24.8640 -0.2715
O 28.7996 26.2572 -1.0229
N 33.4767 22.1646 -0.1312
O 32.6714 22.9593 -0.6117
O 34.1273 22.2823 0.8645
O 33.4076 20.9978 -0.4991
N 30.1873 20.7225 3.9456
O 30.8487 21.1412 4.8899
O 30.3074 19.5516 3.5205
O 29.5293 21.5674 3.3478
C 25.6856 29.6541 3.4598
C 24.3033 29.6673 2.6736
C 23.9079 31.0955 2.3938
C 24.5199 31.6078 1.0837
C 24.0455 30.6695 0.0097
C 23.7203 29.1972 0.2793
N 24.4754 28.8587 1.5100
O 24.7768 27.5337 1.7508
C 22.2549 28.9159 0.5078
C 23.9482 28.2685 -0.9494
C 23.3265 29.1185 3.7151
H 25.5381 30.2480 4.3619
H 26.1846 28.7289 3.7482
H 26.4387 30.2082 2.8997
H 22.8276 31.2126 2.4806
H 24.2952 31.7527 3.1723
H 24.2586 32.6468 0.8826
H 25.6002 31.6660 1.2166
H 24.8467 30.5554 -0.7205
H 23.0713 31.1261 -0.1652
H 22.0278 27.8987 0.8268
H 21.5875 29.2625 -0.2813
H 22.0723 29.5581 1.3694
H 23.5019 28.6743 -1.8573
H 23.5387 27.2675 -0.8139
H 25.0129 28.4008 -1.1420
H 23.6122 29.5514 4.6738
H 22.3080 29.4842 3.5849
H 23.3194 28.0285 3.7133
H 23.9159 27.2772 2.0895

***

13
Properties=species:S:1:pos:R:3 method="wB97M-V/def2-TZVPD" charge=-1 largest_force_ev_per_a=1.7 de_lowest_kj_mol=117.8 gap_ev=7.74 lumo_ev=3.95
C -1.1775 1.8282 1.2019
C -0.2152 0.7323 0.8237
S -0.7474 -1.0334 0.6059
H -0.7015 2.7884 0.9653
H -1.5226 1.8321 2.2382
H -2.0745 1.8828 0.5260
H 0.1492 1.0951 -0.1526
H 0.5572 0.5948 1.5556
H 0.2292 -2.1216 -0.0920
O 0.9919 -2.7060 -1.0162
C 1.3695 -1.8567 -1.9114
O 2.1050 -0.8861 -1.8230
H 1.0367 -2.1499 -2.9213

***

15
Properties=species:S:1:pos:R:3 method="wB97M-V/def2-TZVPD" charge=-1 largest_force_ev_per_a=4.0 de_lowest_kj_mol=115.5 gap_ev=7.70 lumo_ev=3.97
C -1.2725 -1.9823 -1.5214
C 0.2025 -2.1460 -1.9584
H -1.4627 -1.4611 -0.6092
H -1.9103 -1.3865 -2.0806
H -1.7223 -2.9537 -1.5982
H 0.6499 -1.2700 -1.5992
H 0.4778 -2.9323 -1.2858
H 0.5638 -2.3686 -2.9791
C 1.5878 0.8418 0.7499
C 0.0901 1.3477 0.9644
O 0.0454 2.0464 1.9769
O -0.8012 0.6762 0.3467
H 2.0520 0.5114 1.6184
H 2.1399 1.6865 0.4293
H 1.6108 0.0270 0.1091

***

8
Properties=species:S:1:pos:R:3 method="wB97M-V/def2-TZVPD" charge=0 largest_force_ev_per_a=4.9 de_lowest_kj_mol=118.4 gap_ev="8.31 / 8.31" smiles="FC(=S)[C@@H](F)S" lumo_ev="-1.35 / -1.35"
C 0.9576 0.2808 -0.0368
C -0.3801 0.1557 0.6181
F 1.0372 0.9657 -1.1671
F -1.0885 1.3267 0.9398
S 2.3201 -0.7789 0.3968
S -1.3314 -1.0409 -0.4792
H -0.2168 -0.5292 1.3992
H -1.2981 -0.3799 -1.6709